70
Properties=species:S:1:pos:R:3:mulliken_charge:R:1 method="wB97M-V/def2-TZVPD" lumo_energy_ev=0.11 relative_energy_kcal_mol=285.55 smiles="C[N+](=O)[O-].C[N+](=O)[O-].c1ccccc1.c1ccccc1.COCCOC.COCCOC" total_energy_ha=-1572.17099 homo_ev=-9.07
C 1.5842 2.0637 -2.7882 -0.623
N 3.0060 1.8442 -2.4381 0.895
O 3.8871 2.4192 -3.0827 -0.560
O 3.2691 1.2775 -1.3691 -0.506
H 0.9818 1.8752 -1.8996 0.174
H 1.4317 1.3698 -3.6149 0.373
H 1.3645 3.0238 -3.2552 0.315
C 1.3289 -1.0682 1.0949 0.826
N 1.6843 -0.5873 2.4013 1.092
O 1.9830 0.5916 2.5721 -0.584
O 1.6364 -1.4078 3.3261 -0.590
H 2.1572 -0.8435 0.4230 -0.019
H 0.4919 -0.4452 0.7794 -0.423
H 1.1861 -2.1453 1.1812 -0.233
C -1.2983 -0.4055 4.1995 -0.302
C -2.6289 -0.2505 3.7911 -0.428
C -3.1373 1.0479 3.6587 -0.473
C -2.3206 2.1203 3.9385 -0.314
C -1.0528 1.9254 4.4902 -0.458
C -0.4971 0.6542 4.5594 -0.414
H -0.8266 -1.3767 4.2267 0.420
H -3.1913 -1.1567 3.6209 0.385
H -4.1390 1.2138 3.2906 0.398
H -2.6679 3.1426 3.9126 0.404
H -0.4656 2.8077 4.6977 0.334
H 0.5260 0.5005 4.8695 0.454
C -0.6601 -0.9165 -2.1440 -0.318
C -1.4666 0.1087 -2.7014 -0.410
C -2.7769 -0.1847 -2.9520 -0.139
C -3.3078 -1.4777 -2.7013 -0.568
C -2.5120 -2.4809 -2.2737 -0.610
C -1.1731 -2.1907 -1.9592 -0.157
H 0.3883 -0.7667 -1.9323 0.547
H -0.9003 0.9996 -2.9293 0.145
H -3.4552 0.5866 -3.2857 0.362
H -4.3385 -1.6746 -2.9568 0.376
H -2.8024 -3.4944 -2.0394 0.408
H -0.5377 -2.9640 -1.5534 0.314
C -1.8018 1.4334 0.4625 -0.223
O -1.0902 2.3873 -0.4049 -0.332
C -1.9429 3.2572 -1.0994 -0.728
C -1.1692 4.2400 -1.9867 -0.531
O -0.4902 5.1259 -1.0741 -0.290
C -0.0433 6.4281 -1.6495 -0.804
H -2.1205 0.5685 -0.1194 0.216
H -2.6483 1.8499 1.0084 0.449
H -1.0734 1.0458 1.1747 -0.293
H -2.5830 3.8132 -0.4144 0.490
H -2.6617 2.6794 -1.6803 0.411
H -1.9802 4.7923 -2.4615 0.444
H -0.6378 3.7706 -2.8145 0.240
H 0.5293 6.2441 -2.5586 0.301
H 0.5023 7.0316 -0.9241 0.244
H -0.9321 6.9662 -1.9793 0.324
C 3.9858 -2.4028 -0.9544 -0.917
O 2.5303 -2.7103 -1.1296 -0.077
C 2.2857 -4.1193 -1.1030 -0.915
C 2.2244 -4.8808 0.3078 -0.507
O 1.1123 -4.3474 1.0488 -0.250
C 1.0961 -4.9755 2.3067 -0.906
H 4.5870 -3.0129 -1.6285 0.408
H 4.4119 -2.5344 0.0402 0.325
H 4.2158 -1.3725 -1.2255 0.226
H 2.9782 -4.6719 -1.7381 0.498
H 1.3543 -4.3839 -1.6035 0.324
H 3.1081 -4.5574 0.8579 0.313
H 2.2245 -5.9560 0.1292 0.525
H 0.9552 -6.0520 2.2108 0.350
H 0.3136 -4.6353 2.9849 0.250
H 2.0091 -4.7565 2.8605 0.346